Record 1
A molecular structure, C26H28CoN2S2Si at a distorted geometry, computed with wB97M-V/def2-TZVPD.

Element x y z (Å)
C (1.27324, 1.30230, 0.62416)
C (0.15824, 1.57568, -0.33894)
C (-1.03741, 1.48693, 0.53418)
H (0.24051, 2.50508, -0.92362)
C (-0.62334, 1.64460, 1.89074)
C (0.80968, 1.49583, 1.94622)
H (1.41518, 1.57337, 2.84126)
H (2.31091, 1.14118, 0.34209)
H (-2.07317, 1.52525, 0.18452)
H (-1.27646, 1.89943, 2.72123)
Co (-0.02564, -0.11905, 1.11334)
C (-1.55301, -1.69889, -1.00597)
H (-2.20673, -0.99816, -0.46099)
H (-0.98353, -2.35119, -0.32862)
H (-2.13358, -2.33575, -1.68789)
Si (0.00454, 0.22774, -1.81432)
C (1.65656, -0.10139, -2.55969)
C (2.62584, 0.91617, -2.49447)
H (2.36063, 1.91204, -2.11759)
C (3.93007, 0.64579, -2.92075)
H (4.68205, 1.43763, -2.86080)
C (4.26731, -0.64070, -3.36166)
H (5.30392, -0.85061, -3.62529)
C (3.30228, -1.65603, -3.41975)
H (3.58888, -2.66305, -3.73874)
C (1.98219, -1.38332, -3.03351)
H (1.22061, -2.16876, -3.09383)
C (-1.18966, 1.14027, -2.90280)
C (-0.76897, 1.66228, -4.14238)
H (0.24926, 1.46459, -4.49371)
C (-1.66533, 2.38071, -4.94074)
H (-1.33989, 2.78929, -5.90198)
C (-2.98590, 2.57092, -4.50882)
H (-3.67796, 3.14712, -5.11864)
C (-3.42494, 2.01854, -3.29436)
H (-4.46554, 2.15196, -2.97284)
C (-2.52847, 1.29848, -2.49509)
H (-2.88981, 0.81881, -1.58055)
H (0.56520, -0.64709, -0.44023)
H (-0.74219, -1.13915, -1.88282)
C (-0.78469, 2.34707, 5.41553)
C (-0.89752, 0.87016, 5.29905)
N (-0.76830, 0.18068, 4.20594)
C (-0.93340, -1.18776, 4.39874)
C (-1.21415, -1.51886, 5.72702)
S (-1.29234, -0.12934, 6.72648)
C (-0.65214, -2.15255, 3.36345)
C (-0.71379, -3.52561, 3.54254)
S (0.08449, -4.37493, 2.29967)
C (0.50548, -2.86197, 1.50057)
N (-0.03184, -1.79492, 2.11681)
C (1.54072, -2.84745, 0.41876)
H (-0.71252, 2.63117, 6.47114)
H (0.10662, 2.70070, 4.88215)
H (-1.67073, 2.82519, 4.97522)
H (-1.28190, -2.53852, 6.08371)
H (-1.11548, -4.01600, 4.42145)
H (2.18950, -3.73479, 0.52624)
H (1.08486, -2.88616, -0.58578)
H (2.20156, -1.96490, 0.47492)

Summary:
multiplicity: 5
net charge: +1
total energy: -97559.259 eV
gap between HOMO and LUMO (spin up / spin down): 4.83 / 7.58 eV
energy above the lowest of the compared OMol25 structures with the same formula, charge and spin: 1.184 eV

=====

Record 2
A molecular structure, C4H8O at a distorted geometry, computed with wB97M-V/def2-TZVPD.

Element x y z (Å)
C (-1.66386, 0.53899, 0.21519)
C (-0.61752, -0.56901, 0.15848)
C (0.70470, -0.19528, -0.48411)
C (2.23571, -0.08117, 0.28613)
O (1.63314, -1.18996, -0.38825)
H (-2.61976, 0.15179, 0.58414)
H (-1.35511, 1.34853, 0.88543)
H (-1.84384, 0.96832, -0.77654)
H (-0.97490, -1.39969, -0.46676)
H (-0.43647, -0.99492, 1.15372)
H (0.67029, 0.40156, -1.39135)
H (2.84637, 0.46342, -0.45592)
H (1.28546, 0.57472, 0.58907)

Summary:
multiplicity: 1
total energy: -6320.997 eV
gap between HOMO and LUMO: 9.54 eV
energy above the lowest of the compared OMol25 structures with the same formula, charge and spin: 4.171 eV

=====

Record 3
A single C2H2BrIO molecule at a distorted geometry, computed with wB97M-V/def2-TZVPD.

Element x y z (Å)
C (-0.29227, -0.62653, 0.76776)
C (-0.02406, 0.51499, -0.31574)
O (-1.11351, -0.61078, 1.59184)
Br (1.03985, -2.20319, 0.64932)
I (1.14994, 0.95629, -2.30065)
H (-1.08508, 0.70804, -0.78564)
H (0.32514, 1.26118, 0.39311)

Summary:
structure (SMILES): O=C(Br)CI
multiplicity: 1
total energy: -82295.571 eV
gap between HOMO and LUMO: 8.96 eV
energy above the lowest of the compared OMol25 structures with the same formula, charge and spin: 0.924 eV

=====

Record 4
3 unconnected molecules or ions with the total composition C5H16N2O3 at a distorted geometry, computed with wB97M-V/def2-TZVPD.

Element x y z (Å)
N (-1.43422, 1.94414, 0.45829)
C (-1.07031, 1.79940, -0.99735)
C (0.23670, 1.12446, -1.32782)
N (0.65489, -0.01598, -0.53590)
C (2.59645, -1.01217, 0.33842)
C (1.53215, 0.03747, 0.63334)
C (0.81219, -0.28933, 1.93721)
O (0.78336, 0.47548, 2.87642)
H (-0.76872, 1.42809, 1.01712)
H (-2.39138, 1.66354, 0.62131)
H (-1.93519, 1.36700, -1.53819)
H (-0.95320, 2.83947, -1.30067)
H (0.12489, 0.77426, -2.35208)
H (1.12947, 1.76816, -1.29296)
H (-0.17123, -0.60549, -0.37813)
H (3.40538, -1.10295, 1.06164)
H (2.21582, -2.01855, 0.17784)
H (3.12116, -0.66678, -0.56413)
H (1.97884, 1.02786, 0.73116)
H (0.17397, -1.15889, 2.04834)
H (-2.65068, -1.11123, -1.26458)
H (-3.52956, -0.45341, -0.01178)
O (-2.69268, -0.68787, -0.40375)
H (-0.37668, -3.05732, -1.24876)
H (0.07635, -1.76659, -2.04656)
O (-0.45750, -2.57404, -2.08385)

Summary:
structure (SMILES): C[C@H](C=O)NCCN.O.O
multiplicity: 1
total energy: -14565.719 eV
gap between HOMO and LUMO: 9.24 eV
energy above the lowest of the compared OMol25 structures with the same formula, charge and spin: 2.678 eV

=====

Record 5
A single C6H9P molecule at a distorted geometry, computed with wB97M-V/def2-TZVPD.

Element x y z (Å)
C (0.31403, -1.33881, -0.18927)
C (-0.65081, -0.52082, 0.12034)
C (-0.24836, 0.83311, 0.56886)
C (1.91710, 0.84509, -0.83373)
C (1.40450, 0.96264, 0.59296)
C (-2.12710, -0.88578, 0.05592)
P (2.06707, -0.73927, 0.20058)
H (0.05125, -2.36310, -0.46907)
H (-0.54231, 1.52274, -0.23064)
H (-0.75970, 1.02329, 1.46601)
H (1.12995, 0.81903, -1.56084)
H (2.72510, 1.36124, -1.20639)
H (1.90973, 1.47695, 1.22474)
H (-2.59289, -0.29055, -0.79377)
H (-2.50592, -0.78241, 1.05208)
H (-2.09164, -1.92335, 0.00222)

Summary:
structure (SMILES): CC1=CP2C[C@H]2C1
multiplicity: 1
total energy: -15654.346 eV
gap between HOMO and LUMO: 9.73 eV
energy above the lowest of the compared OMol25 structures with the same formula, charge and spin: 1.401 eV

=====

Record 6
A gas-phase ion, C6H17N4Si (charge +1) at a distorted geometry, computed with wB97M-V/def2-TZVPD.

Element x y z (Å)
C (-3.53367, -2.75668, -1.15270)
C (-1.84891, -0.15465, 0.16193)
C (-2.05912, 1.10223, 0.85315)
C (2.50803, -0.41912, -0.84680)
C (0.82881, 2.31346, -0.77947)
C (1.32216, 0.74112, 1.92185)
N (-2.57172, -2.20147, -0.51480)
N (-2.78481, -0.90133, -0.22535)
N (-0.22081, -0.52439, -0.12735)
N (-0.02814, -1.85473, -0.30882)
Si (1.13297, 0.64328, 0.04069)
H (-3.40585, -3.82585, -1.58733)
H (-4.48659, -2.36044, -1.45959)
H (-3.21386, 1.27286, 0.94055)
H (-1.48861, 1.25699, 1.74818)
H (-1.68634, 2.07359, 0.30511)
H (3.06593, -0.79524, -0.01250)
H (1.99128, -1.12015, -1.49048)
H (3.00805, 0.34831, -1.46347)
H (1.62525, 3.03067, -0.27978)
H (0.85972, 2.28564, -1.84247)
H (-0.07246, 2.73651, -0.59455)
H (2.48489, 0.58941, 2.12904)
H (1.03048, 1.77774, 2.38986)
H (0.74716, 0.04761, 2.39620)
H (0.17771, -2.09278, 0.63485)
H (0.73734, -2.23213, -0.82960)
H (-1.45895, -2.53667, -0.54162)

Summary:
multiplicity: 3
net charge: +1
total energy: -20322.657 eV
gap between HOMO and LUMO (spin up / spin down): 6.63 / 6.71 eV